Density functional theory data (ωB97M-V with the def2-TZVPD basis set) for a molecular structure, C37H40BrFN4O5PtS2 at a distorted geometry.

Values from the calculation:
- LUMO (alpha / beta): -4.76 / -5.09 eV
- Energy above the lowest of the compared OMol25 structures with the same formula, charge and spin: 19.7 kcal/mol
- <S²>: 2.004
- HOMO (alpha / beta): -11.94 / -12.47 eV
- Orbital gap (alpha / beta): 7.2 / 7.4 eV
- F_max: 3.3 eV Å⁻¹

ORCA input file:
```
! RIJCOSX wB97M-V def2-TZVPD def2/J DEFGRID3
* xyz 2 3
Pt -1.2894 -1.8484 -0.0709
C 3.4377 2.5436 4.1391
C 3.5591 1.0197 4.1153
N 3.0073 0.3586 2.9779
C 1.7452 -0.0685 3.1816
C 0.9054 -0.5534 2.2739
C -0.4997 -0.9803 2.7458
O -0.7937 -0.5303 3.8466
O -1.3182 -1.6858 2.0508
C 1.4399 -0.7423 0.9578
O 0.8349 -1.3421 -0.0109
C 2.8772 -0.4115 0.7304
C 3.5392 -0.7217 -0.4956
C 4.8050 -0.2657 -0.6539
F 5.4868 -0.4501 -1.7827
C 5.4422 0.5162 0.3283
C 4.8393 0.6893 1.5031
C 3.5997 0.2229 1.7287
N 6.7619 1.0273 0.0736
C 6.9831 2.0439 -0.9859
C 8.5132 2.5404 -0.8182
N 8.9816 1.9902 0.4955
C 9.0728 0.5286 0.4265
C 7.8063 -0.0108 -0.1214
H 4.0126 2.9374 5.0028
H 2.4353 2.8262 4.2693
H 3.8285 2.9494 3.2256
H 3.0765 0.5601 4.9430
H 4.6031 0.7237 4.1794
H 1.2939 -0.0043 4.1691
H 2.9808 -1.3412 -1.1584
H 5.3876 1.2555 2.2495
H 6.2648 2.8581 -0.7163
H 6.7856 1.7707 -2.0315
H 8.6334 3.6158 -0.9194
H 9.0985 1.9712 -1.5301
H 8.2836 2.1793 1.1848
H 9.8635 2.3799 0.7658
H 9.1394 0.2834 1.4646
H 10.0243 0.2111 0.0601
H 7.4740 -0.9520 0.3940
H 7.8758 -0.1292 -1.2618
O -3.5792 -2.7311 -0.5176
S -4.7812 -3.3185 0.1101
C -5.6429 -1.8770 0.8485
C -4.7318 -1.2236 1.8507
C -4.7195 0.3010 1.8358
C -3.4134 0.9548 2.2754
S -2.2042 1.0774 1.0518
O -2.4302 0.0757 -0.0691
C -2.7239 2.6106 0.2464
C -3.3716 2.4458 -0.9836
C -3.8206 3.6245 -1.6147
C -3.7132 4.8660 -1.0285
C -3.0561 4.9886 0.1946
C -2.4785 3.8984 0.7903
C -6.0029 -3.6210 -1.2078
C -7.2460 -4.0646 -0.7765
C -8.2505 -4.2123 -1.7166
C -7.9990 -3.8530 -3.0431
C -6.8040 -3.3611 -3.4695
C -5.7512 -3.2924 -2.5647
H -6.5890 -2.1323 1.2748
H -5.7481 -1.1741 0.0688
H -3.6796 -1.4639 1.5670
H -4.7652 -1.5870 2.9192
H -5.4802 0.7001 2.5127
H -4.9427 0.6777 0.7938
H -2.9898 0.4175 3.0873
H -3.7167 1.9533 2.6476
H -3.5510 1.5166 -1.4777
H -4.2206 3.5416 -2.6339
H -4.0634 5.7513 -1.5368
H -2.7985 5.9581 0.6324
H -1.8841 3.9399 1.6791
H -7.4058 -4.2473 0.3143
H -9.1433 -4.7319 -1.4171
H -8.8756 -3.8777 -3.7525
H -6.7099 -3.0589 -4.4956
H -4.7153 -3.0650 -2.9529
Br -3.0603 -4.1708 -5.1532
C -2.1639 -2.7969 -4.2332
C -1.6059 -1.7653 -4.9802
C -1.0057 -0.7403 -4.3250
C -0.8478 -0.8235 -2.9366
N -1.3235 -1.8237 -2.2537
C -1.9669 -2.8732 -2.8866
H -1.6390 -1.8253 -6.0451
H -0.5112 0.0895 -4.8314
H -0.3844 0.0377 -2.4414
H -2.2904 -3.6794 -2.2822
*
```

Löwdin population analysis, charges in e, atoms 1 to 4:
1 Pt 1.2713
2 C -0.0320
3 C -0.1959
4 N -0.0090